No. 1
This record from OMol25 describes a molecular structure, C39H59N5O5P3S3W at a distorted geometry. The level of theory is ωB97M-V/def2-TZVPD.

E: -121279.465 eV
HOMO level (spin up / spin down): -0.335 / -0.334 hartree
HOMO-LUMO gap (spin up / spin down): 4.125 / 4.103 eV

Geometry as ORCA input:
```
! wB97M-V def2-TZVPD RIJCOSX def2/J DEFGRID3
* xyz 1 1
W 0.38 0.46 0.84
C -2.94 2.28 -0.41
C -2.21 1.45 -1.49
C -3.06 1.31 -2.74
P -1.60 -0.19 -0.65
C -3.36 -0.84 -0.39
C -3.71 -1.97 -1.35
C -3.74 -1.22 1.04
C -0.77 -1.86 0.36
C -0.61 -3.12 -0.20
C -0.58 -4.25 0.60
C -0.65 -4.13 1.98
C -0.77 -2.89 2.57
C -0.85 -1.75 1.75
N -0.87 -0.44 2.22
C -1.28 -0.09 3.51
C -2.35 -0.65 4.21
C -2.69 -0.14 5.45
C -1.99 0.92 6.02
C -0.91 1.46 5.34
C -0.55 0.95 4.10
P 0.93 1.32 3.12
C 2.25 0.38 4.06
C 2.31 0.68 5.55
C 2.03 -1.12 3.82
C 1.29 3.09 3.51
C 0.06 4.01 3.31
C 2.51 3.55 2.70
H -2.76 3.35 -0.54
H -2.64 1.98 0.61
H -4.02 2.14 -0.48
H -1.29 1.96 -1.80
H -4.04 0.86 -2.52
H -2.56 0.72 -3.50
H -3.24 2.30 -3.17
H -3.97 0.02 -0.65
H -3.09 -2.86 -1.17
H -3.58 -1.67 -2.39
H -4.75 -2.25 -1.21
H -3.30 -2.16 1.35
H -4.83 -1.33 1.09
H -3.46 -0.44 1.75
H -0.53 -3.23 -1.27
H -0.49 -5.23 0.14
H -0.59 -5.01 2.61
H -0.79 -2.78 3.64
H -2.92 -1.47 3.79
H -3.53 -0.57 5.98
H -2.27 1.31 6.98
H -0.35 2.28 5.78
H 3.18 0.67 3.59
H 1.36 0.49 6.04
H 2.61 1.71 5.75
H 3.06 0.03 6.00
H 1.16 -1.48 4.36
H 2.90 -1.69 4.17
H 1.90 -1.34 2.76
H 1.56 3.10 4.56
H 0.27 4.81 2.60
H -0.21 4.50 4.25
H -0.83 3.45 3.00
H 2.40 3.37 1.63
H 3.41 3.02 3.02
H 2.69 4.62 2.85
N 0.04 2.70 0.41
N 0.92 3.07 -0.63
C 1.06 2.11 -1.66
O 1.29 2.47 -2.78
O 0.97 0.88 -1.22
H -0.93 2.85 0.13
H 0.22 3.30 1.21
H 0.79 4.01 -0.99
S -2.76 -4.95 -6.04
C -2.42 -3.61 -5.17
S -1.65 -3.65 -3.59
C -1.59 -1.89 -3.58
N -2.12 -1.37 -4.62
N -2.61 -2.29 -5.49
C -3.20 -1.77 -6.69
C -2.67 -0.59 -7.21
C -3.24 -0.03 -8.34
C -4.34 -0.62 -8.94
C -4.87 -1.78 -8.40
C -4.31 -2.36 -7.28
S -0.62 -0.90 -2.50
H -1.82 -0.13 -6.74
H -2.82 0.88 -8.75
H -4.78 -0.18 -9.83
H -5.74 -2.24 -8.86
H -4.73 -3.26 -6.86
C 6.01 -0.50 1.20
C 5.22 0.72 1.62
O 3.79 0.50 1.66
P 2.84 0.52 0.35
O 3.53 1.68 -0.49
C 4.22 1.50 -1.76
C 4.78 2.84 -2.16
O 3.36 -0.74 -0.52
C 2.81 -2.06 -0.48
C 3.66 -2.98 0.39
H 7.07 -0.26 1.22
H 5.74 -0.81 0.19
H 5.82 -1.34 1.88
H 5.43 1.57 0.97
H 5.48 0.99 2.65
H 3.52 1.13 -2.50
H 5.02 0.76 -1.62
H 3.96 3.54 -2.36
H 5.37 2.73 -3.07
H 5.41 3.25 -1.37
H 2.76 -2.41 -1.51
H 1.80 -2.01 -0.09
H 4.61 -3.19 -0.09
H 3.13 -3.92 0.55
H 3.85 -2.52 1.36
*
```

No. 2
This record from OMol25 describes 6 unconnected molecules or ions with the total composition C39H60F6N8O8S2 at a distorted geometry. The level of theory is ωB97M-V/def2-TZVPD.

E: -107645.448 eV
HOMO level: -0.513 hartree
HOMO-LUMO gap: 3.054 eV

Geometry as ORCA input:
```
! wB97M-V def2-TZVPD RIJCOSX def2/J DEFGRID3
* xyz 4 1
N -0.88 -0.14 -1.34
O -0.28 0.51 -2.13
O -0.61 -0.01 -0.18
O -1.84 -0.78 -1.65
C -2.26 -1.56 -5.70
C -2.07 -2.86 -4.92
C -0.69 -3.01 -4.23
O 0.40 -3.09 -5.14
C 0.23 -4.14 -6.01
N -3.04 -2.88 -3.72
H -2.88 -3.75 -3.22
H -2.99 -2.14 -3.03
H -3.98 -2.82 -4.09
H -1.90 -0.71 -5.13
H -3.23 -1.44 -6.19
H -1.51 -1.62 -6.48
H -2.36 -3.71 -5.54
H -0.69 -3.77 -3.45
H -0.51 -2.07 -3.71
H 1.11 -3.94 -6.63
H -0.64 -4.06 -6.66
H 0.20 -5.16 -5.62
C 3.65 -1.49 -3.67
C 3.65 -0.03 -3.47
C 3.19 0.84 -4.62
N 3.11 2.33 -4.44
C 4.37 3.08 -3.91
C 4.45 4.66 -4.03
C 4.23 5.09 -5.41
C 2.94 4.48 -6.05
C 2.82 2.93 -5.88
C 1.89 2.65 -3.59
H 4.55 -1.56 -4.28
H 2.82 -1.97 -4.19
H 3.90 -2.00 -2.74
H 4.62 0.24 -3.04
H 3.07 0.12 -2.56
H 2.31 0.42 -5.09
H 3.94 0.83 -5.41
H 5.29 2.63 -4.28
H 4.31 2.94 -2.83
H 5.41 5.07 -3.71
H 3.71 5.01 -3.31
H 5.07 4.80 -6.04
H 4.35 6.17 -5.52
H 3.12 4.71 -7.10
H 2.01 4.96 -5.74
H 3.55 2.54 -6.59
H 1.91 2.46 -6.25
H 1.99 2.15 -2.63
H 0.99 2.35 -4.13
H 1.89 3.73 -3.44
C 4.56 3.83 10.60
N 4.20 3.63 9.10
C 3.75 2.46 8.72
C 3.49 2.33 7.33
C 3.53 3.38 6.43
C 4.09 4.54 6.92
C 4.35 4.71 8.24
C 3.05 3.30 5.01
C 3.82 3.66 3.89
C 3.35 3.60 2.58
N 2.10 3.02 2.39
C 1.32 2.67 3.45
C 1.78 2.88 4.76
C 1.61 2.78 1.05
H 5.35 4.57 10.76
H 4.78 2.87 11.07
H 3.73 4.44 10.96
H 3.78 1.64 9.41
H 3.11 1.34 7.13
H 4.31 5.39 6.28
H 4.67 5.59 8.77
H 4.85 3.89 4.13
H 3.93 3.81 1.69
H 0.42 2.18 3.13
H 1.04 2.54 5.47
H 0.93 1.93 1.07
H 2.48 2.73 0.40
H 0.90 3.58 0.84
C -3.92 -0.02 0.69
N -3.51 -0.74 1.88
C -2.38 -0.39 2.45
C -1.94 -0.99 3.69
C -2.67 -2.03 4.30
C -3.84 -2.45 3.55
C -4.25 -1.76 2.40
C -2.21 -2.81 5.57
C -0.92 -2.98 5.95
C -0.48 -3.90 6.93
N -1.43 -4.48 7.76
C -2.81 -4.23 7.48
C -3.18 -3.45 6.40
C -1.05 -5.12 9.03
H -3.33 0.87 0.51
H -4.97 0.25 0.65
H -3.73 -0.83 -0.02
H -1.79 0.45 2.12
H -1.04 -0.81 4.26
H -4.35 -3.33 3.94
H -5.02 -2.00 1.68
H -0.13 -2.34 5.59
H 0.55 -4.10 7.19
H -3.56 -4.69 8.11
H -4.23 -3.39 6.15
H -1.00 -4.32 9.78
H -0.05 -5.54 8.97
H -1.88 -5.80 9.23
C -5.64 -4.01 -6.79
F -4.46 -4.54 -6.69
F -5.44 -2.73 -7.14
F -6.41 -4.45 -7.81
S -6.57 -4.13 -5.09
O -8.00 -3.89 -5.34
O -6.19 -5.43 -4.56
N -5.78 -2.91 -4.15
S -6.68 -1.76 -3.99
O -6.70 -0.89 -5.14
O -7.99 -2.10 -3.45
C -5.85 -0.80 -2.47
F -6.39 0.40 -2.46
F -6.15 -1.40 -1.36
F -4.60 -0.73 -2.70
*
```

Among the records above, which one has the highest E?
C39H60F6N8O8S2

Which formula does entry 1 have?
C39H59N5O5P3S3W